# 1
{"formula": "H2N4", "method": "ωB97M-V with the def2-TZVPD basis set", "species": ["N", "N", "N", "N", "H", "H"], "xyz": [[2.3569, -0.1607, 0.0317], [1.7798, 0.9942, -0.2039], [1.2481, -0.7941, 0.2383], [0.5786, 0.3233, -0.2492], [1.0816, -1.7909, 0.3302], [-1.2171, 2.1679, -0.3446]], "lowdin_charge": [-0.026, -0.062, -0.097, 0.019, 0.137, 0.029], "fmax_ev_per_a": 3.936, "relative_energy_kcal_mol": 172.2, "spin_multiplicity": 1, "mol_weight_g_mol": 58.04, "e_lumo_ha": [0.0343, -0.0724], "total_energy_ev": -5984.32177, "gap_ev": [11.50, 8.46]}



# 2
{"formula": "C41H38BN7ORuS2Si", "method": "ωB97M-V with the def2-TZVPD basis set", "species": ["Ru", "C", "C", "C", "C", "N", "C", "C", "C", "C", "C", "C", "N", "C", "C", "C", "C", "C", "N", "H", "H", "H", "H", "H", "H", "H", "H", "H", "H", "H", "C", "N", "C", "C", "N", "B", "N", "C", "C", "N", "C", "C", "S", "C", "S", "H", "H", "H", "H", "H", "H", "H", "H", "H", "H", "H", "H", "O", "Si", "C", "C", "C", "C", "C", "C", "C", "C", "C", "C", "C", "C", "C", "C", "C", "C", "C", "C", "H", "H", "H", "H", "H", "H", "H", "H", "H", "H", "H", "H", "H", "H", "H"], "xyz": [[-0.3184, -0.1583, 0.0744], [-0.2084, -0.0919, -4.3299], [1.0287, 0.4418, -4.6305], [1.9872, 0.4992, -3.6309], [1.6656, 0.0541, -2.3608], [0.4539, -0.4350, -2.0591], [-0.4459, -0.5326, -3.0405], [2.6327, 0.0510, -1.2624], [3.9978, -0.0492, -1.4844], [4.8446, -0.1158, -0.3962], [4.2942, -0.0889, 0.8710], [2.9170, 0.0312, 1.0115], [2.1031, 0.0938, -0.0422], [2.2733, 0.0497, 2.3360], [3.0086, 0.2423, 3.5003], [2.3769, 0.1759, 4.7266], [1.0134, -0.0487, 4.7472], [0.3508, -0.1837, 3.5394], [0.9543, -0.1463, 2.3502], [-0.9945, -0.1693, -5.0689], [1.2543, 0.8016, -5.6253], [2.9655, 0.9130, -3.8277], [-1.3860, -0.9704, -2.7746], [4.3879, -0.1011, -2.4901], [5.9138, -0.2053, -0.5294], [4.9328, -0.1877, 1.7346], [4.0661, 0.4524, 3.4509], [2.9374, 0.2931, 5.6443], [0.4581, -0.1165, 5.6721], [-0.7108, -0.3302, 3.5340], [-0.8241, -4.7410, 2.8262], [-1.5258, -3.4926, 3.0720], [-2.2603, -3.1679, 4.1939], [-2.7738, -1.9397, 3.9795], [-2.3558, -1.5035, 2.7356], [-2.7436, -0.1871, 2.0048], [-2.3636, 1.0952, 2.7915], [-2.8612, 1.4907, 4.0219], [-2.3970, 2.7240, 4.2963], [-1.6166, 3.1025, 3.2213], [-0.9624, 4.3854, 3.0367], [-1.6047, 2.0982, 2.3138], [-0.7163, 2.2555, 0.8508], [-1.5899, -2.4643, 2.1987], [-0.7787, -2.5433, 0.6827], [-0.9409, -5.3874, 3.6909], [0.2325, -4.5439, 2.6507], [-1.2279, -5.2224, 1.9369], [-2.3612, -3.8316, 5.0339], [-3.4037, -1.3487, 4.6176], [-3.9112, -0.1786, 1.7616], [-2.0359, -0.1827, 1.0129], [-3.4982, 0.8591, 4.6125], [-2.5585, 3.3676, 5.1423], [-1.0432, 4.9575, 3.9567], [-1.4363, 4.9339, 2.2237], [0.0833, 4.2333, 2.7769], [-2.0159, 0.2319, -1.0588], [-3.4611, -0.3134, -1.5133], [-3.7211, -2.1462, -1.1404], [-4.5720, -2.5650, -0.1150], [-4.6894, -3.9085, 0.2223], [-3.9396, -4.8617, -0.4534], [-3.0904, -4.4697, -1.4790], [-2.9900, -3.1287, -1.8175], [-3.6657, 0.0799, -3.3537], [-3.2698, 1.3446, -3.8008], [-3.3312, 1.6685, -5.1486], [-3.8002, 0.7340, -6.0658], [-4.2087, -0.5191, -5.6339], [-4.1461, -0.8451, -4.2817], [-4.9302, 0.6125, -0.7714], [-4.7100, 1.7259, 0.0424], [-5.7625, 2.3156, 0.7318], [-7.0469, 1.8084, 0.6004], [-7.2875, 0.7324, -0.2452], [-6.2348, 0.1447, -0.9339], [-5.1670, -1.8342, 0.4194], [-5.3734, -4.2125, 1.0054], [-4.0249, -5.9085, -0.1886], [-2.5132, -5.2103, -2.0185], [-2.3429, -2.8497, -2.6433], [-2.9136, 2.0774, -3.0844], [-3.0301, 2.6534, -5.4842], [-3.8517, 0.9860, -7.1175], [-4.5805, -1.2434, -6.3481], [-4.4779, -1.8241, -3.9535], [-3.7021, 2.1172, 0.1459], [-5.5818, 3.1653, 1.3802], [-7.8664, 2.2567, 1.1480], [-8.2928, 0.3481, -0.3640], [-6.4327, -0.6911, -1.5972]], "mulliken_spin": [0.923, 0.001, 0.000, 0.002, 0.009, -0.009, -0.007, -0.014, -0.004, -0.001, 0.001, -0.003, 0.050, 0.018, 0.001, -0.002, 0.003, -0.001, 0.019, 0.000, 0.000, 0.000, 0.007, 0.000, 0.000, 0.000, 0.000, 0.000, 0.000, 0.005, 0.001, 0.002, 0.002, 0.002, 0.005, 0.001, -0.005, 0.003, -0.001, -0.002, -0.001, 0.008, -0.011, 0.004, -0.014, 0.000, -0.001, 0.000, 0.000, 0.000, -0.001, 0.018, 0.000, 0.000, 0.000, 0.000, 0.000, 0.002, -0.009, 0.005, -0.001, -0.001, -0.001, 0.001, -0.003, -0.001, 0.001, -0.001, 0.000, 0.000, -0.001, 0.003, 0.001, 0.001, 0.000, 0.000, -0.001, 0.000, 0.000, 0.000, 0.000, -0.001, -0.001, 0.000, 0.000, 0.000, 0.000, -0.001, 0.000, 0.000, 0.000, 0.000], "charge": 1, "fmax_ev_per_a": 2.372, "relative_energy_kcal_mol": 50.5, "spin_multiplicity": 2, "mol_weight_g_mol": 848.91, "e_lumo_ha": [-0.1377, -0.1199], "total_energy_ev": -88417.29530, "gap_ev": [6.43, 6.88]}



# 3
{"formula": "C5H8O", "method": "ωB97M-V with the def2-TZVPD basis set", "species": ["C", "C", "C", "C", "C", "O", "H", "H", "H", "H", "H", "H", "H", "H"], "xyz": [[1.3048, 1.3406, 1.0468], [0.1856, 1.6241, 0.3984], [0.0332, -0.9960, -1.6181], [-0.9500, -0.8028, -0.7435], [-0.9105, -1.3878, 0.6089], [-1.8716, -1.4606, 1.3418], [1.2691, 0.7956, 1.9839], [2.2864, 1.5865, 0.6554], [-0.7711, 1.4299, 0.8637], [0.1577, 2.0669, -0.5897], [0.9475, -1.5005, -1.3150], [-0.0289, -0.6511, -2.6448], [-1.8587, -0.2685, -0.9968], [0.0702, -1.7987, 0.9193]], "lowdin_charge": [-0.072, -0.101, 0.032, -0.179, -0.307, 0.043, 0.050, 0.048, 0.054, 0.058, 0.072, 0.067, 0.113, 0.123], "fmax_ev_per_a": 0.494, "smiles": "C=CC=O.C=C", "relative_energy_kcal_mol": 51.7, "spin_multiplicity": 1, "mol_weight_g_mol": 84.12, "e_lumo_ha": 0.0103, "total_energy_ev": -7360.01131, "gap_ev": 10.14}



# 4
{"formula": "C17H54N6O17", "method": "ωB97M-V with the def2-TZVPD basis set", "species": ["C", "C", "O", "O", "H", "H", "H", "H", "H", "H", "C", "C", "O", "O", "H", "H", "H", "H", "H", "H", "C", "C", "O", "O", "H", "H", "H", "H", "H", "H", "C", "C", "O", "O", "H", "H", "H", "H", "H", "H", "C", "C", "O", "O", "H", "H", "H", "H", "H", "H", "C", "C", "O", "O", "H", "H", "H", "H", "H", "H", "C", "C", "O", "O", "H", "H", "H", "H", "H", "H", "C", "O", "N", "N", "H", "H", "H", "H", "C", "O", "N", "N", "H", "H", "H", "H", "C", "O", "N", "N", "H", "H", "H", "H"], "xyz": [[2.2124, 4.0841, 0.7550], [1.4821, 4.8400, -0.4094], [0.3951, 4.0441, -0.8594], [3.3544, 4.8758, 0.9764], [2.4020, 3.0586, 0.4804], [1.5311, 4.1802, 1.6098], [2.1085, 4.7882, -1.3223], [1.2182, 5.8700, -0.0613], [-0.2645, 4.0196, -0.1615], [3.4511, 4.8298, 1.9363], [3.1203, 1.4287, -2.3328], [4.3485, 1.1259, -1.4273], [5.0996, 0.1033, -2.0957], [2.2589, 0.2977, -2.4902], [3.4032, 1.7810, -3.3459], [2.5394, 2.2647, -1.8556], [4.0181, 0.8040, -0.4191], [5.0215, 1.9991, -1.3392], [5.0690, -0.7046, -1.5098], [2.8988, -0.3747, -2.7749], [-2.4954, -0.8254, 3.8187], [-3.6513, -0.5556, 4.7757], [-4.9242, -0.9337, 4.2937], [-2.7827, -0.1462, 2.6362], [-2.3301, -1.9009, 3.7284], [-1.6374, -0.3329, 4.2362], [-3.6124, 0.5627, 4.8432], [-3.5679, -0.9231, 5.8011], [-4.7993, -1.0778, 3.3471], [-2.1107, -0.4072, 1.9987], [-3.1754, 3.0073, 3.0504], [-1.8633, 3.0096, 2.2509], [-1.9011, 3.6826, 1.0359], [-4.2269, 2.1679, 2.5977], [-3.5262, 4.0365, 2.9608], [-2.9893, 2.8152, 4.1001], [-1.5063, 1.9939, 2.0983], [-1.1244, 3.4799, 2.9035], [-2.3170, 3.0873, 0.3821], [-3.8549, 1.2814, 2.6496], [-0.6803, 2.1556, -5.3374], [0.0748, 2.6822, -4.1944], [-0.7232, 2.5821, -3.0323], [-1.7236, 3.0148, -5.7777], [-1.2278, 1.2676, -5.0200], [-0.0883, 1.8978, -6.2247], [0.2646, 3.7501, -4.3465], [1.0734, 2.1922, -4.2273], [-0.4623, 3.2451, -2.3911], [-1.9790, 3.4851, -4.9926], [-4.9079, 0.8103, -1.7458], [-3.7086, 0.7652, -0.8630], [-2.8012, 1.8920, -1.0855], [-4.6134, 0.7349, -3.1261], [-5.3584, 1.7825, -1.4720], [-5.5744, 0.0259, -1.4308], [-3.1182, -0.1555, -1.0317], [-3.9158, 0.7020, 0.1762], [-2.3391, 1.8307, -1.8954], [-3.9656, 1.4085, -3.3395], [1.1498, -6.6496, -1.4767], [0.8804, -5.2289, -1.9031], [1.2030, -4.2856, -0.9004], [0.3456, -7.0170, -0.4283], [2.1629, -6.7422, -1.0720], [1.0279, -7.3820, -2.2622], [-0.2183, -5.1939, -2.0104], [1.3310, -5.0148, -2.8535], [1.0702, -3.3551, -1.1729], [-0.5463, -7.2975, -0.6572], [4.0285, -2.5578, 0.4817], [4.1482, -2.1039, -0.6583], [4.3541, -1.7313, 1.5238], [3.4643, -3.7624, 0.7021], [4.9560, -1.0309, 1.1416], [4.6492, -2.1850, 2.3392], [2.8945, -4.0009, -0.0994], [3.5277, -4.3999, 1.5129], [0.7520, -3.3765, 3.2952], [1.1350, -2.5631, 4.1384], [-0.0559, -2.9809, 2.1693], [0.9083, -4.7788, 3.4617], [-0.0780, -3.5844, 1.3634], [-0.4734, -2.0628, 2.0753], [0.3147, -5.5166, 3.0926], [1.3347, -5.0064, 4.3343], [0.2015, -0.3300, 0.0822], [-0.6199, -0.6727, 0.9337], [1.1511, -1.2595, -0.3231], [0.0746, 0.7595, -0.5206], [2.0252, -0.8450, -0.6586], [1.4672, -1.7727, 0.4946], [-0.6394, 1.4481, -0.3219], [0.5769, 1.0742, -1.3277]], "lowdin_charge": [-0.242, -0.200, -0.111, -0.062, 0.098, 0.122, 0.126, 0.139, 0.052, 0.092, -0.228, -0.225, -0.103, -0.102, 0.123, 0.105, 0.110, 0.123, 0.058, 0.095, -0.236, -0.239, -0.051, -0.097, 0.123, 0.124, 0.111, 0.124, 0.079, 0.045, -0.229, -0.253, -0.071, -0.069, 0.120, 0.106, 0.102, 0.118, 0.063, 0.016, -0.253, -0.246, -0.070, -0.056, 0.121, 0.131, 0.137, 0.118, 0.048, 0.063, -0.247, -0.186, -0.082, -0.036, 0.133, 0.123, 0.132, 0.098, 0.023, 0.072, -0.278, -0.226, -0.103, -0.058, 0.127, 0.121, 0.126, 0.116, 0.077, 0.098, -0.664, -0.005, 0.183, 0.184, 0.096, 0.084, 0.063, 0.131, -0.586, 0.002, 0.142, 0.122, 0.070, 0.036, 0.093, 0.076, -0.647, -0.016, 0.175, 0.252, 0.068, 0.075, 0.101, 0.085], "fmax_ev_per_a": 6.552, "smiles": "NC(N)=O.NC(N)=O.NC(N)=O.OCCO.OCCO.OCCO.OCCO.OCCO.OCCO.OCCO", "relative_energy_kcal_mol": 17.4, "spin_multiplicity": 1, "mol_weight_g_mol": 614.64, "e_lumo_ha": 0.0111, "total_energy_ev": -62252.40865, "gap_ev": 9.92}